i | {"formula": "C3H9N2", "method": "ωB97M-V with the def2-TZVPD basis set", "species": ["C", "N", "H", "H", "H", "H", "C", "C", "N", "H", "H", "H", "H", "H"], "xyz": [[-0.842, 0.877, -0.047], [-1.776, -0.217, -0.471], [-0.905, 1.001, 1.123], [-0.891, 1.838, -0.544], [-1.768, -0.206, -1.474], [-2.736, -0.224, -0.099], [1.265, 0.915, 0.060], [0.771, -0.430, -0.166], [0.861, -1.412, 0.885], [1.367, 1.462, -0.829], [2.135, 1.128, 0.790], [0.456, -0.744, -1.112], [0.288, -2.183, 0.694], [1.773, -1.805, 1.191]], "nbo_charge": [-0.100, -0.841, 0.250, 0.232, 0.377, 0.431, -0.279, 0.157, -0.804, 0.228, 0.287, 0.232, 0.396, 0.433], "homo_ev": -14.53, "homo_lumo_gap_ev": 9.54, "charge": 1}


ii | {"formula": "C3H9N2", "method": "ωB97M-V with the def2-TZVPD basis set", "species": ["C", "C", "C", "N", "N", "H", "H", "H", "H", "H", "H", "H", "H", "H"], "xyz": [[-0.022, 1.066, 0.480], [0.009, -1.627, 0.932], [-0.442, 1.615, -1.770], [-0.904, 1.370, -0.567], [1.180, -2.189, 0.894], [-0.404, 1.028, 1.473], [0.919, 1.282, 0.125], [-0.581, -1.219, 1.768], [-0.543, -1.759, 0.016], [-1.163, 1.798, -2.555], [0.588, 1.851, -2.041], [-1.944, 1.324, -0.528], [1.676, -1.982, 1.743], [1.631, -2.557, 0.030]], "nbo_charge": [-0.450, 0.051, -0.137, -0.393, -0.665, 0.211, 0.197, 0.248, 0.207, 0.205, 0.213, 0.440, 0.423, 0.450], "homo_ev": [-11.21, -11.21], "homo_lumo_gap_ev": [6.68, 6.67], "charge": 1}


iii | {"formula": "C3H9N2", "method": "ωB97M-V with the def2-TZVPD basis set", "species": ["C", "C", "N", "C", "N", "H", "H", "H", "H", "H", "H", "H", "H", "H"], "xyz": [[-1.413, 1.175, -0.072], [-0.055, 0.543, -0.047], [0.755, 0.291, 1.250], [0.547, -0.328, -0.923], [0.446, -1.705, -0.821], [-1.832, 1.086, 0.931], [-1.372, 2.150, -0.519], [-2.034, 0.478, -0.691], [0.507, -0.635, 1.635], [1.723, 0.337, 0.920], [0.662, 0.987, 2.063], [1.455, 0.018, -1.322], [-0.416, -2.403, -0.799], [1.028, -1.995, -1.604]], "nbo_charge": [-0.643, -0.094, -0.696, 0.124, -0.726, 0.220, 0.247, 0.239, 0.420, 0.440, 0.445, 0.182, 0.441, 0.400], "homo_ev": -11.56, "homo_lumo_gap_ev": 6.39, "charge": 1, "smiles": "C/C([NH3+])=C/N"}


Which of them is the most stable, and which is the least stable? ii and iii, in that order.


i | {"formula": "C3H9N2", "method": "ωB97M-V with the def2-TZVPD basis set", "species": ["C", "C", "N", "C", "N", "H", "H", "H", "H", "H", "H", "H", "H", "H"], "xyz": [[-0.215, -1.595, -0.703], [-0.857, -0.501, 0.228], [0.029, -0.061, 1.240], [0.798, 1.601, 0.332], [0.992, 1.208, -0.924], [-0.300, -2.569, -0.108], [-0.760, -1.835, -1.749], [0.867, -1.366, -0.828], [-1.077, 0.397, -0.437], [-1.844, -0.747, 0.574], [-0.489, -0.293, 2.148], [1.595, 1.745, 1.108], [1.376, 1.926, -1.488], [-0.114, 2.090, 0.607]], "nbo_charge": [-0.607, -0.309, -0.329, 0.038, -0.451, 0.247, 0.272, 0.241, 0.300, 0.227, 0.410, 0.252, 0.417, 0.293], "homo_ev": -14.47, "homo_lumo_gap_ev": 5.89, "charge": 1}


ii | {"formula": "C3H9N2", "method": "ωB97M-V with the def2-TZVPD basis set", "species": ["C", "C", "C", "N", "N", "H", "H", "H", "H", "H", "H", "H", "H", "H"], "xyz": [[0.616, 0.249, -0.766], [1.852, -0.342, -0.578], [-1.041, 1.380, 0.664], [2.048, -1.572, -0.239], [-2.374, 0.737, 0.556], [0.619, 1.095, -1.312], [-0.112, -0.513, -0.829], [2.802, 0.159, -0.689], [-0.519, 0.987, 1.626], [1.274, -2.106, -0.003], [2.969, -1.953, -0.176], [-2.461, -0.208, 0.911], [-2.702, 0.829, -0.391], [-2.970, 1.258, 1.224]], "nbo_charge": [-0.599, 0.178, -0.042, -0.687, -0.787, 0.243, 0.189, 0.214, 0.144, 0.391, 0.421, 0.419, 0.448, 0.466], "homo_ev": [-12.30, -12.30], "homo_lumo_gap_ev": [7.41, 7.36], "charge": 1}


iii | {"formula": "C3H9N2", "method": "ωB97M-V with the def2-TZVPD basis set", "species": ["C", "C", "C", "N", "N", "H", "H", "H", "H", "H", "H", "H", "H", "H"], "xyz": [[-1.838, 0.204, 0.877], [2.033, -0.397, -1.583], [1.217, 0.566, -0.960], [-2.735, 0.008, 1.861], [-0.606, -0.186, 0.887], [-2.370, 0.801, 0.108], [1.906, -0.375, -2.704], [3.042, -0.350, -1.333], [1.777, -1.337, -1.036], [0.704, 1.064, -1.696], [1.513, 0.951, -0.060], [-3.658, 0.244, 1.673], [-2.558, -0.460, 2.702], [-0.263, -0.486, 1.762]], "nbo_charge": [0.331, -0.780, 0.259, -0.756, -0.752, 0.192, 0.264, 0.305, 0.347, 0.204, 0.213, 0.404, 0.402, 0.367], "homo_ev": -13.68, "homo_lumo_gap_ev": 7.30, "charge": 1}


Which of them is the most stable, and which is the least stable? iii and i, in that order.


i | {"formula": "C3H9N2", "method": "ωB97M-V with the def2-TZVPD basis set", "species": ["C", "C", "N", "C", "N", "H", "H", "H", "H", "H", "H", "H", "H", "H"], "xyz": [[-1.899, -0.571, 0.729], [-1.275, 0.570, 0.473], [-0.094, 0.740, -0.448], [0.804, -0.465, -0.587], [2.075, -0.206, 0.002], [-2.582, -0.650, 1.572], [-1.862, -1.412, 0.037], [-1.528, 1.532, 0.916], [-0.542, 1.199, -1.245], [0.472, 1.422, 0.081], [0.309, -1.199, 0.038], [0.766, -0.935, -1.566], [2.817, 0.013, -0.646], [2.342, -0.848, 0.727]], "nbo_charge": [-0.350, -0.068, -0.554, -0.075, -0.846, 0.259, 0.228, 0.234, 0.453, 0.462, 0.223, 0.228, 0.399, 0.409], "homo_ev": -14.87, "homo_lumo_gap_ev": 11.60, "charge": 1, "smiles": "C=C[NH2+]CN"}


ii | {"formula": "C3H9N2", "method": "ωB97M-V with the def2-TZVPD basis set", "species": ["C", "C", "C", "N", "N", "H", "H", "H", "H", "H", "H", "H", "H", "H"], "xyz": [[-0.701, -0.543, 0.450], [1.172, 1.173, -1.056], [1.018, 0.222, 0.099], [-1.469, -0.582, -0.616], [-0.978, -0.903, 1.674], [1.038, 2.183, -0.799], [0.429, 0.842, -1.768], [2.179, 0.915, -1.302], [1.553, -0.682, 0.219], [1.337, 0.801, 1.062], [-1.088, -0.388, -1.534], [-2.367, -1.081, -0.631], [-0.181, -0.985, 2.240], [-1.941, -0.974, 1.960]], "nbo_charge": [0.565, -0.623, -0.341, -0.739, -0.740, 0.242, 0.196, 0.256, 0.223, 0.234, 0.432, 0.425, 0.436, 0.432], "homo_ev": -15.63, "homo_lumo_gap_ev": 12.34, "charge": 1}


Which of them is the most stable, and which is the least stable? ii and i, in that order.


i | {"formula": "CH4N2O3P", "method": "ωB97M-V with the def2-TZVPD basis set", "species": ["N", "C", "O", "P", "N", "O", "O", "H", "H", "H", "H"], "xyz": [[0.235, 0.238, -1.771], [0.816, -0.129, -0.583], [2.012, -0.501, -0.260], [-0.814, -0.274, 0.429], [-0.074, -0.176, 1.982], [-1.443, -1.646, 0.313], [-1.563, 0.962, 0.141], [0.700, 0.447, -2.701], [-0.692, 0.652, -1.689], [0.874, -0.302, 1.769], [-0.051, 0.728, 2.372]], "nbo_charge": [-0.839, 0.343, -0.690, 2.177, -1.191, -1.138, -1.188, 0.364, 0.430, 0.373, 0.359], "homo_ev": -4.74, "homo_lumo_gap_ev": 8.83, "charge": -1, "smiles": "NC(=O)[P@](N)(=O)[O-]"}


ii | {"formula": "CH4N2O3P", "method": "ωB97M-V with the def2-TZVPD basis set", "species": ["C", "N", "N", "O", "O", "O", "P", "H", "H", "H", "H"], "xyz": [[-1.115, -0.313, -0.717], [-0.763, -2.198, -0.079], [1.137, 1.159, -0.730], [0.709, -0.448, 1.246], [-1.895, -0.174, -1.588], [-0.699, 1.683, 1.072], [0.053, 0.569, 0.393], [-0.089, -2.359, -0.798], [-0.170, -1.811, 0.631], [2.140, 1.012, -0.610], [0.851, 2.018, -1.168]], "nbo_charge": [0.395, -1.010, -1.231, -1.158, -0.526, -1.143, 2.210, 0.305, 0.369, 0.400, 0.389], "homo_ev": -4.25, "homo_lumo_gap_ev": 8.32, "charge": -1}


Which of them is the most stable, and which is the least stable? i and ii, in that order.